(1)
The following is a quantum chemistry calculation of a structure of composition C29H30BrCl45FIO2 in a non-equilibrium geometry, from OMol25.

The geometry in XYZ format:
```
109
Properties=species:S:1:pos:R:3
C 4.987 2.693 0.327
C 3.890 3.687 0.014
C 2.587 3.294 -0.958
C 1.549 4.343 -1.311
I 1.614 6.431 -0.603
C 0.336 3.811 -2.329
O -0.108 4.614 -3.301
C -0.208 2.249 -2.079
C -1.805 1.942 -2.269
F -2.618 3.108 -2.695
C -2.552 1.267 -0.977
C -2.112 1.872 0.481
C 0.841 1.223 -1.717
C 0.430 -0.338 -1.429
Br 0.578 -0.631 0.578
C 1.495 -1.441 -2.093
C 0.953 -2.924 -1.582
C 2.415 1.766 -1.604
O 3.484 1.087 -2.025
H 4.786 1.739 0.986
H 6.031 2.933 -0.198
H 3.940 4.754 0.505
H -1.888 1.144 -3.154
H -2.500 0.076 -0.994
H -3.714 1.513 -1.100
H -1.847 0.967 1.213
H -3.073 2.386 0.968
H -1.288 2.703 0.453
H -0.623 -0.619 -1.860
H 2.581 -1.328 -1.623
H 1.489 -1.310 -3.257
H -0.196 -2.815 -1.291
H 1.104 -3.765 -2.398
H 1.514 -3.219 -0.573
C -0.025 -5.803 1.255
Cl -0.171 -4.788 2.700
Cl -1.305 -5.417 0.092
Cl 1.571 -5.603 0.512
H -0.137 -6.848 1.555
C -3.569 -7.329 2.426
Cl -3.988 -6.360 3.850
Cl -2.343 -8.540 2.837
Cl -5.014 -8.107 1.757
H -3.154 -6.662 1.666
C 7.490 2.901 3.508
Cl 7.288 4.277 4.606
Cl 7.449 1.375 4.408
Cl 6.239 2.917 2.254
H 8.466 2.988 3.023
C -5.326 -2.626 2.598
Cl -5.177 -2.393 4.348
Cl -4.799 -1.173 1.731
Cl -4.389 -4.036 2.076
H -6.378 -2.805 2.362
C 5.312 8.699 -0.629
Cl 5.392 7.047 0.006
Cl 6.318 9.788 0.341
Cl 5.814 8.738 -2.328
H 4.276 9.042 -0.568
C 1.287 1.864 3.722
Cl 1.652 0.187 4.166
Cl 1.696 2.161 2.024
Cl -0.420 2.230 4.025
H 1.897 2.525 4.344
C -2.490 -2.056 -3.935
Cl -2.342 -1.823 -2.184
Cl -1.963 -0.603 -4.802
Cl -1.553 -3.466 -4.457
H -3.542 -2.235 -4.171
C 3.411 -4.032 4.147
Cl 1.931 -3.079 4.346
Cl 3.290 -5.562 5.033
Cl 3.733 -4.331 2.431
H 4.247 -3.461 4.560
C 7.277 8.118 5.052
Cl 6.050 8.538 6.260
Cl 8.480 7.016 5.743
Cl 6.520 7.395 3.622
H 7.786 9.036 4.745
C -5.490 -1.804 -7.055
Cl -5.342 -1.571 -5.304
Cl -4.963 -0.351 -7.922
Cl -4.553 -3.214 -7.577
H -6.542 -1.983 -7.290
C -8.052 -6.462 -0.059
Cl -7.973 -8.114 0.577
Cl -7.046 -5.373 0.912
Cl -7.550 -6.424 -1.757
H -9.088 -6.119 0.002
C -6.069 -4.960 7.462
Cl -5.336 -5.052 9.073
Cl -4.849 -4.540 6.247
Cl -6.857 -6.492 7.049
H -6.828 -4.174 7.473
C -2.023 1.390 -10.055
Cl -1.659 -0.286 -9.612
Cl -1.615 1.687 -11.754
Cl -3.730 1.757 -9.753
H -1.414 2.051 -9.434
C -5.593 5.052 -2.505
Cl -5.795 4.477 -0.842
Cl -6.982 4.582 -3.500
Cl -5.374 6.810 -2.534
H -4.696 4.587 -2.924
C 9.398 -1.265 1.506
Cl 10.105 -1.822 3.033
Cl 8.259 -2.467 0.874
Cl 8.594 0.298 1.726
H 10.204 -1.139 0.779
```

Properties
largest force on an atom	8.35	eV/A
HOMO-LUMO gap	5.9	eV


(2)
The following is a quantum chemistry calculation of the ion C3H9N4 with charge +1 in a non-equilibrium geometry, from OMol25.

The geometry in XYZ format:
```
16
Properties=species:S:1:pos:R:3
N -0.834 -1.104 0.888
N -0.426 -0.171 -0.084
C -0.753 1.216 -0.107
C 0.516 1.813 -0.788
N 1.577 0.832 -0.551
C 0.971 -0.174 -0.239
N 1.754 -1.399 0.288
H -1.131 -0.678 1.746
H -1.817 -1.525 0.647
H -0.869 1.562 0.859
H -1.704 1.415 -0.662
H 0.251 2.091 -1.894
H 0.956 2.677 -0.387
H 1.942 -1.955 -0.485
H 2.748 -1.037 0.639
H 1.208 -1.921 0.903
```

Properties
SMILES	NN1CCN=C1[NH3+]
largest force on an atom	5.11	eV/A
charge	+1
energy relative to the best compared isomer or geometry (same formula, charge and spin)	72.1	kcal per mole
HOMO-LUMO gap	10.1	eV


(3)
The following is a quantum chemistry calculation of a cluster of 15 separate species, H31O15 in total in a non-equilibrium geometry, from OMol25.

The geometry in XYZ format:
```
46
Properties=species:S:1:pos:R:3
O 0.768 3.658 -0.276
H 0.997 4.609 -0.392
H -0.007 3.301 -0.752
O 0.563 -0.751 -4.205
H 0.479 -0.283 -3.371
H 1.282 -0.955 -4.585
O 0.098 2.945 2.547
H -0.811 2.801 2.090
H 0.036 1.977 3.011
O -1.030 2.528 -2.213
H -1.252 1.929 -2.911
H -1.838 2.394 -1.787
O 0.855 0.463 -1.821
H 1.829 0.142 -1.942
H 1.143 1.444 -1.753
O -1.399 1.325 1.529
H -0.878 0.534 1.409
H 0.579 2.786 1.566
O -3.610 -2.446 -1.135
H -4.440 -1.931 -1.015
H -3.369 -2.712 -2.073
O 0.415 -0.586 1.277
H 0.053 -1.069 0.711
H 1.246 -0.550 0.796
O 3.881 -0.342 -1.798
H 4.388 -1.160 -2.081
H 3.946 -0.135 -0.886
O -1.274 -2.418 0.303
H -2.283 0.880 1.847
O -2.195 -0.157 -2.071
H -1.901 -0.560 -2.850
H -1.532 -0.533 -1.356
O 3.660 -1.004 1.279
H 3.942 -1.787 1.867
H 4.559 -0.746 0.909
O 0.387 0.688 3.352
H 0.459 0.036 2.656
H 0.631 0.227 4.100
O -3.191 -0.163 2.727
H -2.809 -0.792 3.316
H -3.201 0.526 3.351
O 1.954 -3.501 0.441
H 1.290 -4.078 -0.037
H 1.730 -2.570 0.205
H -2.225 -2.297 0.027
H -1.084 -3.344 0.441
```

Properties
largest force on an atom	12.39	eV/A
charge	+1
energy relative to the best compared isomer or geometry (same formula, charge and spin)	107.4	kcal per mole
HOMO-LUMO gap	10.7	eV


(4)
The following is a quantum chemistry calculation of a cluster of 2 separate species, C2H7PS in total in a non-equilibrium geometry, from OMol25.

The geometry in XYZ format:
```
11
Properties=species:S:1:pos:R:3
C 1.101 0.885 -0.168
C -0.346 1.058 0.230
P -0.718 -1.226 -1.577
S -1.640 0.273 -0.536
H 1.420 1.292 -1.225
H 1.788 1.264 0.614
H 1.325 -0.181 -0.183
H -0.433 1.785 1.036
H -0.424 -1.519 1.542
H -0.188 -1.911 2.072
H -1.885 -1.719 -1.803
```

Properties
largest force on an atom	3.78	eV/A
energy relative to the best compared isomer or geometry (same formula, charge and spin)	79.0	kcal per mole
HOMO-LUMO gap (spin up / spin down)	7.0 / 7.6	eV


> Look up the largest force on an atom of the first one.

8.35 eV/A